{
  "formula": "C26H20BBrN11OSSeW",
  "method": "ωB97M-V with the def2-TZVPD basis set",
  "elements": ["N", "C", "H", "S", "H", "C", "H", "H", "C", "Se", "C", "N", "C", "H", "C", "C", "C", "C", "H", "H", "C", "H", "N", "C", "W", "H", "N", "N", "N", "H", "C", "C", "O", "C", "C", "N", "H", "C", "H", "H", "H", "N", "B", "C", "C", "H", "C", "C", "C", "C", "N", "Br", "C", "N", "H", "C", "C", "H", "C", "H", "H", "H", "N"],
  "coordinates": [[-0.654, 1.902, -1.975], [-0.604, -1.535, 5.091], [3.680, 0.840, 1.194], [0.100, -4.814, -5.095], [2.934, 0.859, -0.916], [-1.497, 2.946, -3.967], [3.214, -1.949, -4.156], [-1.282, -3.638, 5.131], [0.055, 2.993, -1.759], [1.936, -2.437, 1.293], [-2.250, -1.628, 0.095], [-0.276, -0.739, 4.066], [-1.814, 1.619, 1.026], [-1.896, 2.853, 4.036], [0.869, -1.514, -1.767], [3.166, 1.009, 2.125], [3.656, 1.516, 3.323], [-0.735, 4.081, -3.698], [-1.317, 5.042, -5.241], [4.180, -0.014, -2.898], [-0.959, -2.772, 4.582], [2.465, 1.777, 5.206], [-0.395, -1.408, 2.900], [-1.771, 2.359, 3.088], [0.578, -0.629, 0.994], [-2.131, 2.884, -4.840], [1.881, 0.674, 2.247], [1.245, -3.761, -4.660], [1.421, -0.503, -1.067], [-0.591, -1.153, 6.097], [0.783, -3.122, -3.595], [-2.416, 2.540, 1.878], [-0.730, 5.172, -4.489], [-3.046, -2.504, -0.632], [-0.457, -1.986, -1.331], [-0.884, 0.922, 1.688], [-1.995, 0.997, -3.240], [0.070, 4.118, -2.566], [-3.075, -3.911, -2.259], [-3.194, 3.244, 1.647], [-0.940, -3.370, 2.424], [-1.014, -4.492, -3.970], [0.083, 0.753, 4.011], [-0.805, -2.637, 3.204], [-1.178, -2.925, -2.068], [-4.072, -2.663, -0.333], [3.242, -0.462, -2.609], [2.558, 0.030, -1.497], [-1.415, 1.897, -3.075], [2.572, 1.466, 4.180], [1.524, 0.961, 3.521], [1.157, 3.011, -0.215], [1.478, -2.053, -2.892], [-0.854, 1.395, 2.953], [4.646, 1.873, 3.538], [2.709, -1.527, -3.297], [-2.497, -3.188, -1.700], [0.670, 4.983, -2.337], [-0.506, -3.539, -3.204], [-2.602, -1.120, 0.983], [-0.072, 1.268, 5.079], [-1.972, 1.418, -0.020], [-0.975, -1.408, -0.234]],
  "nbo_charge": [-0.5192, 0.0123, 0.2137, 0.9698, 0.2217, -0.3318, 0.2496, 0.2426, 0.1691, -0.0762, 0.0851, -0.3107, -0.0064, 0.2373, 0.2789, 0.0036, -0.3281, 0.3658, 0.4907, 0.2445, -0.3291, 0.2345, -0.3200, 0.0297, 0.8991, 0.2296, -0.3240, -0.5978, -0.4727, 0.2328, 0.1782, -0.3347, -0.6337, -0.2397, 0.1717, -0.3811, 0.1986, -0.3266, 0.2511, 0.2444, 0.2217, -0.5801, 0.5352, -0.0121, -0.0136, 0.2465, -0.2400, 0.1145, 0.0630, 0.0253, -0.3146, 0.0851, -0.1277, -0.2877, 0.2446, -0.0857, -0.1029, 0.2550, 0.0710, 0.2367, -0.0177, 0.2366, -0.4755],
  "relative_energy_kcal_mol": 18.5,
  "homo_lumo_gap_ev": [6.00, 6.00],
  "fmax_ev_per_a": 1.97,
  "charge": 1
}